(1)
DFT (the ωB97M-V functional and the def2-TZVPD basis) results for a cluster of 2 separate species, C12H27BN5O5 in total at a distorted geometry.

Total charge: +1
Orbital gap (eV): 5.61
2S+1: 1
Energy above the lowest of the compared OMol25 structures with the same formula, charge and spin (kJ/mol): 696.9
HOMO level (eV): -11.52
E (eV): -31232.852

XYZ file:
```
50
Properties=species:S:1:pos:R:3:forces:R:3
C -1.86374 0.34129 -2.47503 -0.959 1.119 -0.290
C -0.93481 1.31414 -1.54594 -1.773 0.249 0.533
N 0.55310 1.19336 -1.74450 0.271 -0.056 -1.745
C 1.25552 2.52674 -1.87068 0.724 0.172 0.089
C 1.55083 3.17224 -0.37006 0.377 0.303 0.439
C 1.67192 2.02790 0.81805 0.426 -2.137 0.848
C 0.38035 1.79435 1.81945 -1.505 0.170 -1.521
N 0.89402 1.47660 3.20734 4.123 -0.933 -2.166
O 0.44431 2.29430 4.17538 -2.354 0.845 1.839
B -0.96032 2.01118 4.53173 -2.194 -0.485 0.446
O -1.33491 0.66251 5.05801 0.933 2.554 -3.567
O -1.95265 3.10370 4.29893 2.413 -3.276 -1.449
C 2.42931 1.43145 3.10071 -1.908 1.931 -1.111
N 3.32785 0.72663 3.87556 -1.193 1.092 -0.937
N 2.72434 2.33085 1.89580 -0.072 -1.903 0.187
C 0.95269 0.23274 -2.83497 0.542 -0.872 -5.528
C 1.63975 -1.20273 -2.33387 0.689 0.699 0.906
O 0.87224 0.42216 -4.15358 0.306 -0.476 8.157
H -1.61358 -0.80054 -2.42113 -0.220 2.683 -0.212
H -2.98468 0.46763 -2.08683 2.539 -0.383 -0.711
H -1.86735 0.78486 -3.57282 0.255 -1.227 2.210
H -1.21968 1.11388 -0.40585 0.732 0.271 -2.367
H -1.26955 2.43865 -1.74699 0.716 -2.293 0.256
H 0.62016 3.27752 -2.50692 1.279 -1.276 1.196
H 2.30770 2.37135 -2.39189 -2.321 0.241 1.040
H 0.74401 4.00891 -0.10095 1.664 -2.004 -0.417
H 2.60420 3.72033 -0.40659 -2.227 -1.154 0.090
H 2.05685 0.97109 0.43530 -1.222 2.438 0.211
H -0.32725 0.85594 1.61163 1.644 2.209 -0.148
H -0.23186 2.80766 1.67535 1.148 -2.117 1.124
H -1.47134 0.11610 4.20724 0.138 0.805 2.062
H -2.15629 3.02738 3.30118 0.279 0.508 2.196
H 3.34034 0.80419 4.92606 -0.778 -0.576 -1.538
H 4.00398 0.02411 3.45424 -0.733 2.007 0.365
H 2.52216 3.32330 2.17328 0.532 -1.067 0.640
H 2.14877 -1.02811 -1.26862 -1.268 -0.302 -2.221
H 2.52076 -1.55061 -3.04083 -2.181 0.885 1.146
H 0.86127 -2.06424 -2.20291 1.270 1.768 -0.411
C -2.49520 -2.86624 -1.56807 0.320 -0.836 0.606
O -2.54266 -1.91809 -0.79450 0.179 -0.920 0.031
N -1.91744 -4.08875 -1.29982 -0.652 1.386 -0.492
C -1.90280 -5.16218 -2.27148 0.052 -0.052 0.120
C -1.30498 -4.30876 -0.00594 -0.123 0.257 0.129
H -2.93059 -2.80705 -2.57909 0.051 -0.112 0.003
H -2.42466 -6.02661 -1.85116 0.080 -0.041 -0.215
H -0.86438 -5.42886 -2.48801 -0.141 -0.141 -0.123
H -2.39691 -4.86066 -3.19908 0.073 0.016 0.199
H -2.05984 -4.16876 0.77371 0.215 -0.047 0.052
H -0.50745 -3.57410 0.14008 -0.022 -0.122 0.164
H -0.89151 -5.31878 0.05910 -0.124 0.199 -0.114
```
Positions in Å, forces in eV/Å.

Charges per atom according to Mulliken partitioning, unit e: number 1, C, carries -0.88; number 2, C, carries -0.09; number 3, N, carries 0.41; number 4, C, carries -0.71; number 5, C, carries -0.61; number 6, C, carries 0.67; number 7, C, carries -0.58; number 8, N, carries 0.24; number 9, O, carries -0.43; number 10, B, carries 0.79; number 11, O, carries -0.51; number 12, O, carries -0.49; number 13, C, carries 0.17; number 14, N, carries -0.27; number 15, N, carries -0.47; number 16, C, carries 0.21; number 17, C, carries -0.63; number 18, O, carries -0.54; number 19, H, carries -0.04; number 20, H, carries 0.36; number 21, H, carries 0.36; number 22, H, carries -0.11; number 23, H, carries 0.29; number 24, H, carries 0.35; number 25, H, carries 0.37; number 26, H, carries 0.30; number 27, H, carries 0.32; number 28, H, carries -0.18; number 29, H, carries 0.21; number 30, H, carries 0.26; number 31, H, carries 0.32; number 32, H, carries 0.32; number 33, H, carries 0.29; number 34, H, carries 0.30; number 35, H, carries 0.39; number 36, H, carries 0.16; number 37, H, carries 0.33; number 38, H, carries 0.05; number 39, C, carries -0.01; number 40, O, carries -0.58; number 41, N, carries 0.14; number 42, C, carries -0.92; number 43, C, carries -0.91; number 44, H, carries 0.43; number 45, H, carries 0.34; number 46, H, carries 0.33; number 47, H, carries 0.31; number 48, H, carries 0.30; number 49, H, carries 0.24; number 50, H, carries 0.39

=====

(2)
DFT (the ωB97M-V functional and the def2-TZVPD basis) results for a cluster of 3 separate species, C12H27FN4O3 in total at a distorted geometry.

Orbital gap (eV): 8.51
2S+1: 1
Energy above the lowest of the compared OMol25 structures with the same formula, charge and spin (kJ/mol): 66.7
Structure (SMILES): CC(C)=NNCCOCF.CNC(C)=O.CNC(C)=O
HOMO level (eV): -7.68
E (eV): -27699.929

XYZ file:
```
47
Properties=species:S:1:pos:R:3:forces:R:3
C 1.36358 0.75349 2.03296 -0.155 0.620 0.053
C 1.47739 0.84249 0.48198 0.435 -0.338 -0.616
C 0.27789 1.20834 -0.44961 0.868 -0.667 0.464
N 2.60990 0.56691 -0.12754 -2.417 2.284 -0.004
N 3.66282 1.15112 0.63797 1.933 -1.868 0.828
C 4.84235 0.23097 0.56850 0.099 0.594 0.206
C 4.57384 -1.13246 1.30122 0.191 1.084 0.937
O 5.25831 -2.25279 0.72960 -1.130 0.020 -0.312
C 4.83222 -2.55456 -0.57709 0.755 0.290 -0.414
F 3.49520 -2.26848 -0.80860 0.481 -0.371 0.367
H 2.02404 1.46674 2.57705 -0.434 -0.470 -0.576
H 1.69937 -0.27016 2.33527 -0.358 0.780 -0.291
H 0.32320 0.92443 2.40485 0.741 -0.243 -0.529
H 0.63297 2.03086 -1.11719 -0.320 -0.567 0.625
H 0.07667 0.30298 -1.05461 -0.052 0.857 0.222
H -0.63444 1.50147 0.11375 0.618 -0.304 -0.421
H 3.95263 1.96666 0.09373 -0.336 -0.216 0.161
H 5.66972 0.76946 1.10109 -0.537 -0.552 -0.549
H 5.13825 0.12065 -0.50406 -0.163 -0.365 0.726
H 4.99040 -1.01384 2.33390 -0.225 -0.364 -0.860
H 3.48525 -1.33595 1.45730 0.805 0.191 -0.617
H 5.41587 -1.92643 -1.29240 -0.487 -0.521 0.267
H 4.99582 -3.63880 -0.74707 -0.073 0.659 0.148
C -4.03830 3.78621 -0.90480 -0.021 0.075 0.083
C -3.63981 2.34425 -1.08163 0.117 -0.330 0.002
O -3.53955 1.57646 -0.13603 -0.102 0.230 0.051
N -3.38797 1.90677 -2.34264 -0.149 0.283 0.261
C -3.45176 2.65733 -3.58103 0.151 -0.508 0.003
H -4.20456 3.98460 0.15144 0.041 -0.135 -0.042
H -3.24274 4.44342 -1.26012 -0.124 0.059 -0.086
H -4.96362 3.99085 -1.44608 0.095 0.120 -0.063
H -3.12577 0.93334 -2.38459 0.063 0.029 -0.006
H -4.17778 2.18045 -4.24242 0.016 0.198 -0.135
H -2.46936 2.63145 -4.05645 -0.083 0.168 -0.140
H -3.74247 3.69055 -3.41636 0.009 -0.069 0.076
C -2.90001 -1.27179 1.12537 0.047 0.164 0.026
C -1.68896 -1.88085 0.47035 0.179 0.005 -0.144
O -0.96905 -1.24070 -0.28449 -0.365 -0.538 0.163
N -1.40587 -3.18410 0.74065 -0.174 0.297 0.022
C -2.13136 -4.09811 1.59989 0.448 -0.143 -0.260
H -2.99150 -0.23245 0.81449 0.068 -0.186 -0.052
H -3.80120 -1.80669 0.81903 -0.027 -0.014 0.172
H -2.79563 -1.30131 2.21213 -0.142 -0.134 -0.006
H -0.58193 -3.52259 0.26747 -0.016 -0.010 0.027
H -1.45858 -4.44976 2.38480 -0.198 -0.094 0.111
H -2.45830 -4.95332 1.00476 -0.139 -0.064 0.191
H -2.99718 -3.62712 2.05525 0.067 0.061 -0.070
```
Positions in Å, forces in eV/Å.

Charges per atom according to Mulliken partitioning, unit e: number 1, C, carries -1.06; number 2, C, carries 0.72; number 3, C, carries -0.93; number 4, N, carries -0.51; number 5, N, carries -0.27; number 6, C, carries -0.46; number 7, C, carries -0.29; number 8, O, carries -0.41; number 9, C, carries -0.16; number 10, F, carries -0.24; number 11, H, carries 0.37; number 12, H, carries 0.25; number 13, H, carries 0.33; number 14, H, carries 0.39; number 15, H, carries 0.25; number 16, H, carries 0.19; number 17, H, carries 0.25; number 18, H, carries 0.28; number 19, H, carries 0.33; number 20, H, carries 0.32; number 21, H, carries 0.23; number 22, H, carries 0.24; number 23, H, carries 0.24; number 24, C, carries -1.42; number 25, C, carries 0.84; number 26, O, carries -0.62; number 27, N, carries -0.14; number 28, C, carries -0.90; number 29, H, carries 0.32; number 30, H, carries 0.35; number 31, H, carries 0.38; number 32, H, carries 0.21; number 33, H, carries 0.30; number 34, H, carries 0.28; number 35, H, carries 0.34; number 36, C, carries -1.02; number 37, C, carries 0.77; number 38, O, carries -0.64; number 39, N, carries -0.17; number 40, C, carries -0.89; number 41, H, carries 0.06; number 42, H, carries 0.40; number 43, H, carries 0.34; number 44, H, carries 0.25; number 45, H, carries 0.29; number 46, H, carries 0.29; number 47, H, carries 0.33